This record from OMol25 describes a 9-piece molecular cluster, C26H72Cl3O30P7S overall. The level of theory is ωB97M-V/def2-TZVPD.

```
139
Properties=species:S:1:pos:R:3
C -3.1984 0.0845 5.1879
O -4.2989 0.5014 4.3991
P -4.1829 1.8205 3.4595
O -2.9588 1.9119 2.6643
O -5.6267 1.7529 2.6032
C -5.7520 0.7028 1.5831
O -4.4557 3.1318 4.3848
C -5.4536 3.2106 5.4212
H -2.6617 -0.6998 4.6541
H -3.6229 -0.2355 6.1395
H -2.4427 0.8628 5.2935
H -6.7015 0.8939 1.0830
H -5.8145 -0.2411 2.1246
H -4.8797 0.5445 0.9489
H -5.9846 2.2907 5.6657
H -6.1416 4.0517 5.3362
H -4.9686 3.3244 6.3907
C 2.3995 -0.5766 -4.0794
O 3.4559 -1.4882 -4.2648
P 4.9027 -0.8836 -4.7294
O 4.8912 0.0437 -5.8873
O 5.4668 -0.2345 -3.3625
C 6.8020 0.2761 -3.2601
O 5.7212 -2.3029 -4.7440
C 5.7107 -3.2111 -3.6961
H 2.5500 0.4775 -4.3126
H 2.1868 -0.5746 -3.0104
H 1.5100 -0.8633 -4.6404
H 6.6378 1.3438 -3.1139
H 7.3907 0.0530 -4.1499
H 7.3000 -0.0547 -2.3487
H 6.7029 -3.2625 -3.2478
H 5.6219 -4.2102 -4.1227
H 4.9251 -3.0676 -2.9543
C 1.6537 -2.7393 -8.1945
O 0.5202 -3.5861 -8.0497
P -0.5490 -3.1797 -6.9315
O -1.7530 -4.0421 -6.9431
O 0.3256 -3.0832 -5.6023
C -0.3552 -3.1113 -4.3090
O -0.8197 -1.6211 -7.3277
C -1.4354 -0.7387 -6.3858
H 2.1719 -2.3746 -7.3076
H 1.2449 -1.9553 -8.8320
H 2.4127 -3.2763 -8.7633
H -0.0027 -2.1994 -3.8270
H -0.0009 -4.0299 -3.8414
H -1.4443 -3.1323 -4.2707
H -2.0202 -1.1693 -5.5729
H -2.1389 -0.1389 -6.9632
H -0.7963 -0.0486 -5.8349
C 3.7121 0.1498 2.3565
O 3.8601 -1.0313 1.5520
P 3.9404 -0.8983 -0.0809
O 2.9023 0.0221 -0.6164
O 5.4796 -0.5402 -0.3570
C 6.4662 -1.4110 0.2227
O 3.8052 -2.4008 -0.7172
C 2.6798 -3.1871 -0.4742
H 3.6504 1.0435 1.7356
H 4.5897 0.2542 2.9945
H 2.8451 0.0705 3.0124
H 7.3153 -1.5867 -0.4378
H 6.0612 -2.3733 0.5358
H 6.8526 -1.0769 1.1857
H 2.8376 -4.2204 -0.1651
H 1.9860 -3.2666 -1.3111
H 2.1518 -2.7515 0.3741
C -4.4987 4.3629 0.5244
O -4.4072 4.1881 -0.9157
P -5.4880 3.2288 -1.7411
O -5.6933 1.8832 -1.1590
O -6.8321 4.1694 -1.8798
C -7.7170 3.8255 -2.9065
O -4.8305 3.1859 -3.2466
C -4.5165 1.9644 -3.8634
H -4.4375 5.4126 0.8117
H -3.5741 4.0063 0.9782
H -5.4034 3.9142 0.9347
H -7.7185 4.5249 -3.7425
H -8.6890 4.0387 -2.4615
H -7.6666 2.8103 -3.2999
H -3.4974 1.8295 -4.2260
H -5.1304 1.7091 -4.7271
H -4.7440 1.1323 -3.1972
C 0.3393 -2.4056 2.2714
O 1.5588 -2.0988 2.9007
P 2.4978 -3.1517 3.6860
O 1.7804 -4.2651 4.4511
O 3.6370 -3.7141 2.6219
C 4.4973 -4.7097 3.1012
O 3.3501 -2.2134 4.6627
C 2.8119 -1.6713 5.9093
H 0.4177 -2.0365 1.2488
H -0.4855 -1.8052 2.6554
H 0.1942 -3.4792 2.3911
H 5.4907 -4.5448 2.6840
H 4.2175 -5.6854 2.7038
H 4.5724 -4.7753 4.1866
H 2.3300 -2.5122 6.4081
H 2.1735 -0.7894 5.8569
H 3.6451 -1.4792 6.5854
C 0.2442 1.1780 3.4319
O 0.8486 1.8567 4.5122
P 1.4852 3.2914 4.2903
O 2.7247 3.3322 3.4664
O 0.2368 4.1472 3.6718
C -1.0145 4.2189 4.3734
O 1.7871 3.8007 5.8269
C 2.9695 4.4234 6.2224
H 0.4502 0.1121 3.5289
H 0.5042 1.6249 2.4723
H -0.8292 1.3486 3.5145
H -0.8986 3.6600 5.3020
H -1.8497 3.8744 3.7636
H -1.1773 5.2716 4.6046
H 3.3694 3.7953 7.0184
H 2.7789 5.4202 6.6202
H 3.7078 4.5236 5.4268
O -0.7136 0.0604 -3.3152
S -0.6964 -0.2914 -1.9196
O -0.0973 -1.5266 -1.5386
C 0.1091 1.1095 -0.9915
C -1.0198 1.9277 -0.3173
C -2.3589 1.4896 -0.8865
C -2.3020 -0.0390 -1.0988
H 0.7577 1.6892 -1.6482
H 0.7545 0.7095 -0.2094
H -0.9348 1.8295 0.7649
H -0.8122 2.9581 -0.6056
H -2.5920 2.0103 -1.8153
H -3.1589 1.7455 -0.1917
H -3.0536 -0.5776 -1.6760
H -2.1001 -0.5207 -0.1420
Cl -3.3695 -2.1521 2.5184
C -3.7666 -3.1006 1.0402
Cl -2.2549 -3.6064 0.2822
Cl -4.8444 -2.1351 -0.0449
H -4.2473 -4.0506 1.2735
```

Calculated values
Multiplicity: 1
Lowest unoccupied orbital energy in Eh: 0.005

This record from OMol25 describes a 8-piece molecular cluster, C26H72Cl6N11O7P3 overall. The level of theory is ωB97M-V/def2-TZVPD.

```
125
Properties=species:S:1:pos:R:3
O 3.9512 0.7261 -2.4650
P 4.2948 1.6107 -3.5585
N 4.1465 1.0483 -5.1963
C 4.3252 1.9029 -6.4183
C 4.3876 -0.3971 -5.4232
N 5.9007 2.2828 -3.4114
C 7.0480 1.5425 -3.0174
C 6.3046 3.4977 -4.0909
N 3.3140 3.0479 -3.4690
C 3.3524 3.8797 -2.2436
C 1.9614 3.0323 -3.9995
H 4.1780 2.9473 -6.1432
H 3.7660 1.6831 -7.3278
H 5.3669 1.8169 -6.7275
H 5.4154 -0.7286 -5.2752
H 3.9529 -0.7229 -6.3682
H 3.8099 -0.8949 -4.6444
H 6.7245 0.7679 -2.3221
H 7.4416 1.0620 -3.9131
H 7.7954 2.0652 -2.4205
H 6.5829 3.2209 -5.1078
H 5.4836 4.2146 -4.0858
H 7.2410 3.9068 -3.7116
H 2.5134 4.5755 -2.2288
H 3.2146 3.1743 -1.4241
H 4.3182 4.3505 -2.0602
H 1.2169 2.5133 -3.3957
H 1.9848 2.4176 -4.8993
H 1.5749 4.0369 -4.1716
O -1.1850 -1.9031 -0.2896
P -0.5676 -3.2777 -0.3508
N -1.2242 -4.2986 -1.5757
C -0.8011 -5.6968 -1.6590
C -2.6015 -4.0936 -2.0700
N -0.8482 -4.2974 1.0285
C -0.0310 -5.4766 1.4392
C -1.9565 -4.0453 1.9407
N 1.1230 -3.3336 -0.6805
C 1.6880 -3.2248 -2.0738
C 2.0487 -2.9814 0.4015
H 0.2579 -5.8511 -1.4520
H -0.9354 -5.9997 -2.6975
H -1.3288 -6.3455 -0.9599
H -2.6539 -4.4724 -3.0908
H -2.9926 -3.0769 -2.0315
H -3.3563 -4.6770 -1.5428
H -0.0960 -6.3312 0.7658
H 0.9985 -5.1258 1.3676
H -0.2868 -5.8639 2.4255
H -2.8518 -4.4494 1.4682
H -1.8313 -4.4675 2.9377
H -2.1287 -2.9695 1.9751
H 0.9383 -3.4469 -2.8332
H 2.0021 -2.1881 -2.1950
H 2.5741 -3.8448 -2.2103
H 1.6719 -3.0948 1.4180
H 2.4975 -2.0074 0.2066
H 2.8457 -3.7163 0.2887
O -2.8667 0.8194 6.8989
P -3.4404 0.0582 5.7348
N -3.3934 -1.6493 5.8570
C -3.7579 -2.2999 7.1952
C -3.7073 -2.4486 4.6568
N -2.7242 0.5208 4.2716
C -3.0528 1.9054 3.6969
C -1.3837 0.0224 3.9135
N -5.0694 0.4424 5.5713
C -5.8249 0.0115 4.3660
C -5.8931 0.7390 6.7882
H -3.4687 -3.3508 7.1992
H -4.8351 -2.1977 7.3267
H -3.2358 -1.9069 8.0676
H -4.7741 -2.6497 4.5591
H -3.1569 -3.3844 4.7536
H -3.3828 -2.0264 3.7057
H -4.1130 2.1533 3.7495
H -2.3749 2.6052 4.1855
H -2.8507 1.7865 2.6324
H -1.2426 -1.0335 4.1440
H -1.1614 0.4749 2.9471
H -0.6806 0.5545 4.5542
H -6.3540 -0.9003 4.6434
H -6.5002 0.8148 4.0717
H -5.1313 -0.1827 3.5480
H -6.7737 1.2425 6.3894
H -5.3187 1.2454 7.5640
H -6.2043 -0.2044 7.2368
C 1.3368 0.4577 -0.7199
N 0.0765 1.0985 -0.2348
O -0.8245 1.1937 -1.0921
O 0.0941 1.6072 0.8696
H 1.7675 1.0083 -1.5562
H 0.9809 -0.5223 -1.0377
H 2.0852 0.4664 0.0726
C -3.5598 0.1849 -0.3336
N -4.5987 0.0490 0.6503
O -5.3259 1.0045 0.8636
O -4.6568 -0.9333 1.3576
H -2.5733 0.4485 0.0476
H -3.7907 0.9049 -1.1187
H -3.5085 -0.8219 -0.7482
Cl -1.2211 4.2056 -3.7957
C -2.4919 2.9287 -3.4976
C -3.5258 2.7459 -4.6046
Cl -2.9446 1.9096 -5.9838
H -2.9640 3.2766 -2.5788
H -1.9722 2.0433 -3.1315
H -3.9010 3.6872 -5.0063
H -4.3792 2.0946 -4.4160
Cl -2.6711 3.9266 -0.0395
C -1.9398 4.3580 1.5381
C -1.4586 5.8068 1.4780
Cl -2.8208 6.9784 1.4474
H -1.1379 3.6197 1.5520
H -2.6698 4.1403 2.3177
H -0.9119 5.9813 0.5513
H -0.7539 6.1831 2.2195
Cl 5.8844 -2.3877 1.3019
C 6.4260 -1.0657 0.1844
C 6.4488 0.3511 0.8444
Cl 4.7490 0.9791 0.8730
H 5.6771 -1.1530 -0.6028
H 7.3448 -1.3069 -0.3502
H 7.0194 0.9809 0.1620
H 6.8476 0.3859 1.8582
```

Calculated values
Multiplicity: 2
Lowest unoccupied orbital energy (spin up / spin down) in Eh: 0.075 / 0.075
Total charge: -1

Number 1: energy -202992.294 eV. Number 2: energy -161851.401 eV.